Molecular formula: C12H20N5O4
Method: DFT, ωB97M-V/def2-TZVPD

Last column: Löwdin charge in e.
Positions of all 41 atoms, in Å:
1 N -1.82190 2.84302 -1.24922  0.2413
2 C -1.23907 1.73323 -0.83603  -0.4186
3 N 0.08041 1.78008 -0.39499  0.0857
4 C 0.88295 1.33811 -1.59879  -0.0688
5 C 0.40375 -0.12672 -1.88181  -0.2098
6 C 1.62606 -1.04980 -1.69813  -0.2122
7 C 2.52621 -1.05021 -2.74780  -0.0563
8 C 3.67724 -1.80376 -2.68020  -0.0637
9 C 3.90656 -2.55175 -1.54210  -0.0827
10 C 3.01347 -2.56596 -0.50900  -0.0644
11 C 1.85611 -1.80680 -0.56866  -0.0225
12 C -0.76166 -0.52512 -0.96382  -0.1000
13 N -1.81422 0.52642 -0.84320  0.1438
14 H -2.74235 2.91748 -1.66082  0.1495
15 H -1.27722 3.69359 -1.21706  0.1429
16 H 0.30864 2.73324 -0.12352  0.1369
17 H 0.59152 2.01266 -2.41755  0.1226
18 H 1.95494 1.36222 -1.41605  0.1353
19 H 0.11104 -0.25307 -2.93090  0.1446
20 H 2.32199 -0.44582 -3.63077  0.1225
21 H 4.36225 -1.75346 -3.52081  0.1146
22 H 4.82157 -3.13623 -1.48762  0.1146
23 H 3.23093 -3.15438 0.37806  0.1142
24 H 1.14782 -1.80286 0.25513  0.0728
25 H -0.46686 -0.82408 0.03969  0.0869
26 H -1.23621 -1.40142 -1.41776  0.1495
27 H -2.48150 0.49543 -1.61264  0.1631
28 C -3.08733 3.12141 1.94521  0.0294
29 N -3.49471 4.31519 2.73552  -0.4548
30 O -3.30830 4.28537 3.92982  0.0920
31 O -3.98508 5.23276 2.11082  0.0691
32 H -2.66639 2.38212 2.61845  0.0980
33 H -3.97613 2.73489 1.45332  0.1019
34 H -2.34980 3.45181 1.22265  0.0639
35 C -0.01605 -3.36212 3.82500  0.0599
36 N -0.01770 -3.09146 2.36139  -0.4305
37 O -0.28908 -1.95904 1.99224  0.0269
38 O 0.25134 -4.01295 1.62929  0.0930
39 H -0.27329 -2.44742 4.34656  0.0963
40 H -0.75210 -4.13843 4.01302  0.1066
41 H 0.98214 -3.69616 4.09308  0.1065

Calculated values
Charge: +1
ΔE to the lowest compared entry with this formula, charge and spin in eV: 7.451
Lowest unoccupied orbital energy in hartree: -0.121